(1)
Entry from the OMol25 dataset: C39H44BrF4N7PSTi as an isolated structure (ωB97M-V/def2-TZVPD).

Output
- Spin multiplicity: 3
- Charge: +1
- HOMO level (alpha / beta): -8.71 / -10.54 eV
- Lowest unoccupied orbital energy (alpha / beta): -2.4 / -3.0 eV
- HOMO-LUMO gap (alpha / beta): 0.23280 / 0.27627 Ha

```
98
Properties=species:S:1:pos:R:3:forces:R:3:lowdin_charge:R:1
Ti -0.3064 0.3809 -0.0785 0.47 -0.54 -0.69 0.655
C -4.3578 0.4844 1.4307 0.01 -0.03 0.02 -0.014
C -2.9292 0.7585 1.0929 -0.09 0.04 -0.02 -0.277
N -2.2282 -0.0403 0.2669 -0.43 0.08 -0.01 -0.130
N -2.8775 -1.1252 -0.2769 0.03 -0.10 0.01 0.019
C -2.1910 -2.0331 -0.9599 -0.12 0.00 0.00 -0.780
N -2.8574 -3.1102 -1.4172 -0.02 0.04 -0.02 0.118
S -0.5232 -1.8612 -1.2505 -0.08 -0.14 0.15 0.652
C -2.2063 1.8966 1.5294 -0.18 -0.10 0.06 -0.213
C -2.7482 2.9175 2.3407 -0.04 0.03 -0.02 -0.004
C -2.0243 4.0516 2.5837 -0.01 -0.02 0.01 -0.045
C -0.7456 4.1828 2.0200 0.02 0.05 -0.01 -0.045
C -0.2488 3.1370 1.2924 0.11 -0.03 0.07 -0.130
N -0.9175 1.9925 1.0636 -0.29 0.47 0.61 -0.011
H -4.4965 -0.5518 1.7560 0.01 0.00 0.03 0.072
H -5.0140 0.6695 0.5738 -0.01 -0.02 0.00 0.102
H -4.7054 1.1130 2.2439 -0.01 0.01 -0.01 0.075
H -3.8261 -1.3087 0.0148 -0.01 -0.02 0.00 0.140
H -3.8632 -3.1198 -1.4635 0.00 -0.01 0.02 0.117
H -2.3663 -3.7202 -2.0478 0.01 -0.01 0.00 0.102
H -3.7453 2.8169 2.7421 -0.01 0.01 -0.01 0.105
H -2.4418 4.8444 3.1898 0.00 0.00 0.00 0.115
H -0.1514 5.0739 2.1586 0.01 0.00 -0.01 0.113
H 0.7400 3.1913 0.8649 0.08 0.02 0.00 0.078
F 7.3740 0.1780 -1.8353 0.02 0.00 -0.01 0.162
C 6.2218 0.1175 -1.1927 -0.07 0.00 0.04 -0.127
C 6.1751 0.3152 0.1748 -0.04 -0.01 -0.01 -0.128
F 7.2868 0.5575 0.8532 0.02 0.00 -0.01 0.153
C 4.9572 0.2452 0.8314 0.08 0.03 0.00 -0.215
F 4.9836 0.3930 2.1578 0.03 -0.05 -0.02 0.113
C 3.7610 0.0230 0.1609 -0.07 0.03 0.03 -0.296
P 2.1682 -0.0359 1.0725 0.21 0.02 0.08 1.069
C 2.2833 1.2991 2.3071 -0.02 -0.03 0.02 -0.379
C 3.0790 2.4246 2.1208 -0.02 0.04 -0.02 -0.103
C 3.0481 3.4661 3.0363 -0.02 0.01 -0.01 -0.058
C 2.2183 3.3951 4.1449 -0.01 0.01 0.00 -0.066
C 1.4046 2.2855 4.3277 0.00 0.01 0.00 -0.063
C 1.4288 1.2486 3.4096 0.02 0.04 -0.03 -0.113
C 2.4398 -1.5964 1.9842 -0.04 0.00 -0.06 -0.371
C 2.8616 -1.6657 3.3077 0.01 -0.01 0.01 -0.082
C 3.0585 -2.9036 3.9066 -0.01 0.00 0.01 -0.062
C 2.8505 -4.0717 3.1882 0.01 0.00 0.00 -0.066
C 2.4475 -4.0063 1.8604 -0.01 0.00 0.01 -0.068
C 2.2383 -2.7742 1.2614 -0.01 -0.01 0.01 -0.116
C 3.8426 -0.2394 -1.2089 0.03 -0.03 -0.12 -0.561
Br 2.3575 -0.8192 -2.2109 0.11 0.09 -0.08 0.897
C 5.0520 -0.1780 -1.8773 0.05 0.02 0.02 -0.261
F 5.1316 -0.4166 -3.1811 -0.01 0.00 0.00 0.099
H 3.7352 2.4958 1.2623 -0.01 0.02 0.00 0.092
H 3.6815 4.3302 2.8833 0.00 0.00 0.00 0.114
H 2.2025 4.2039 4.8635 0.00 0.00 0.00 0.112
H 0.7453 2.2290 5.1838 0.00 0.00 0.00 0.112
H 0.7710 0.4006 3.5505 -0.01 -0.01 0.01 0.092
H 3.0476 -0.7626 3.8730 0.00 0.01 0.00 0.106
H 3.3869 -2.9509 4.9366 0.00 0.00 0.00 0.113
H 3.0108 -5.0326 3.6589 0.00 0.00 0.00 0.111
H 2.2938 -4.9137 1.2911 0.00 0.00 0.00 0.114
H 1.9134 -2.7296 0.2266 0.00 0.01 0.01 0.066
C -3.5002 -3.0338 3.7893 0.01 0.02 0.00 -0.046
C -2.0216 -2.9729 3.4226 0.01 0.02 0.01 -0.626
C -1.6308 -4.2070 2.6154 -0.01 -0.01 0.01 -0.032
C -1.1722 -2.8762 4.6933 0.00 0.00 0.00 -0.035
N -1.8843 -1.7799 2.5547 0.04 -0.01 0.05 -0.056
N -0.5507 -1.4877 2.1389 0.06 0.14 0.04 0.016
H -3.7010 -3.8826 4.4424 0.00 0.00 0.00 0.090
H -4.1119 -3.1369 2.8916 0.00 0.00 0.00 0.079
H -3.8103 -2.1283 4.3179 0.00 0.01 0.00 0.085
H -1.8745 -5.1119 3.1730 0.01 0.00 0.00 0.093
H -0.5588 -4.2330 2.4085 0.01 0.01 -0.01 0.066
H -2.1720 -4.2295 1.6672 -0.01 0.00 0.00 0.081
H -1.3784 -3.7192 5.3536 0.01 -0.01 -0.01 0.092
H -1.3987 -1.9594 5.2444 -0.01 0.00 0.00 0.089
H -0.1014 -2.9001 4.4757 0.00 0.00 0.00 0.064
H -2.1994 -0.9642 3.0724 -0.03 0.01 -0.04 0.108
H -0.2653 -2.2144 1.4902 -0.04 -0.01 -0.04 0.022
H 0.0929 -1.5521 2.9267 0.04 -0.07 -0.02 0.047
C 3.8502 3.8380 -1.8489 0.00 -0.03 0.02 -0.087
N 2.4077 3.9149 -1.9317 0.01 -0.02 -0.03 -0.263
C 1.8735 4.9266 -1.0453 -0.02 -0.01 0.02 -0.086
C 1.7823 2.6188 -1.7974 0.02 -0.03 0.14 -0.212
C 0.3562 2.5376 -2.3055 -0.06 0.00 -0.03 -0.234
C 0.0066 3.3815 -3.3582 0.00 -0.02 0.02 -0.042
C -1.2501 3.3162 -3.9355 0.00 -0.01 0.01 -0.074
C -2.1628 2.3848 -3.4692 -0.03 -0.03 -0.02 -0.090
C -1.8094 1.5415 -2.4258 -0.04 -0.13 0.07 -0.130
C -0.5545 1.5855 -1.7983 0.31 0.36 -0.27 -0.197
H 4.2860 4.8176 -2.0448 -0.01 0.00 0.01 0.090
H 4.2305 3.1406 -2.5966 0.00 0.00 -0.01 0.087
H 4.2060 3.5057 -0.8558 -0.01 -0.01 0.01 0.076
H 2.2671 5.9048 -1.3231 -0.01 0.00 0.00 0.092
H 2.1456 4.7457 0.0101 -0.01 -0.02 0.03 0.076
H 0.7868 4.9600 -1.1250 0.00 -0.01 0.00 0.088
H 1.8283 2.2386 -0.7451 0.01 0.03 -0.05 0.087
H 2.3889 1.9255 -2.3813 0.01 -0.06 -0.02 0.079
H 0.7371 4.0936 -3.7214 -0.01 -0.01 0.01 0.115
H -1.5102 3.9814 -4.7488 0.00 0.00 0.00 0.105
H -3.1475 2.3139 -3.9153 0.01 -0.01 0.01 0.102
H -2.5541 0.8240 -2.0941 0.02 0.02 0.00 0.076
```
Positions in Å, forces in eV/Å.

=====

(2)
Entry from the OMol25 dataset: C39H44Cl5IrN2OP2SSi2 as an isolated structure (ωB97M-V/def2-TZVPD).

Output
- Spin multiplicity: 6
- Charge: +1
- HOMO level (alpha / beta): -10.82 / -11.25 eV
- Lowest unoccupied orbital energy (alpha / beta): -2.1 / -5.1 eV
- HOMO-LUMO gap (alpha / beta): 0.32189 / 0.22713 Ha

```
97
Properties=species:S:1:pos:R:3:forces:R:3:lowdin_charge:R:1
Ir 1.0786 -0.7253 -0.9726 -0.33 -0.40 -0.46 1.212
C -1.1069 2.2941 -4.1924 -0.23 0.07 -0.04 -0.171
Si 0.3718 2.2433 -3.0535 0.12 0.01 -0.09 0.353
C 0.8432 3.9657 -2.5182 -0.01 0.21 0.05 -0.152
C 1.7350 1.5559 -4.0989 0.18 -0.11 -0.12 -0.223
N -0.0227 1.2234 -1.6493 0.51 -0.46 0.68 -0.318
P -1.0871 1.4967 -0.5062 -1.11 0.65 -0.53 0.720
C -0.5925 1.0242 1.1171 0.40 -0.41 -0.49 -0.072
P 0.8679 0.4476 1.8874 1.01 0.26 0.97 0.744
N 1.7994 -0.5312 1.0155 -0.99 -0.04 -0.26 -0.433
Si 3.2104 -1.5101 1.5101 0.06 0.08 -0.32 0.336
C 3.6869 -2.5856 0.0614 0.23 -0.13 -0.04 -0.212
C 4.5550 -0.3152 1.9626 0.22 0.03 0.14 -0.162
C 2.8707 -2.6983 2.9035 -0.15 0.04 0.25 -0.159
C 1.7594 2.0033 2.1431 -0.10 0.19 -0.05 -0.309
C 1.5806 2.7937 3.2835 0.08 0.05 -0.14 -0.078
C 2.2211 4.0225 3.3748 -0.04 -0.02 -0.02 -0.062
C 3.0171 4.4748 2.3283 -0.02 0.01 -0.04 -0.059
C 3.1741 3.7035 1.1826 -0.04 -0.01 0.01 -0.056
C 2.5453 2.4702 1.0841 0.00 -0.03 0.12 -0.104
C 0.4382 -0.0985 3.5479 -0.30 -0.09 0.00 -0.303
C -0.8550 -0.5245 3.8587 0.08 0.12 -0.12 -0.105
C -1.1404 -1.0092 5.1255 -0.02 0.06 0.05 -0.062
C -0.1492 -1.0307 6.0984 0.03 -0.01 -0.03 -0.051
C 1.1261 -0.5598 5.8092 0.02 -0.05 0.04 -0.055
C 1.4247 -0.1038 4.5359 -0.07 -0.01 -0.13 -0.110
C -2.6663 0.6791 -0.7785 -0.02 -0.19 0.28 -0.315
C -3.5340 0.5005 0.3008 0.05 -0.03 -0.15 -0.076
C -4.8062 -0.0059 0.0825 0.06 0.00 -0.02 -0.069
C -5.2139 -0.3169 -1.2112 -0.02 0.07 0.00 -0.088
C -4.3478 -0.1444 -2.2811 -0.08 0.15 -0.05 -0.101
C -3.0653 0.3406 -2.0661 0.02 0.10 0.04 -0.121
C -1.5382 3.2420 -0.3669 0.14 0.07 0.19 -0.290
C -0.8276 4.0877 0.4903 -0.11 -0.07 -0.11 -0.074
C -1.0898 5.4494 0.4923 0.03 -0.02 0.00 -0.059
C -2.0511 5.9722 -0.3623 -0.03 0.01 -0.05 -0.060
C -2.7790 5.1321 -1.1975 0.06 -0.01 0.00 -0.058
C -2.5314 3.7674 -1.1961 0.03 -0.01 0.12 -0.080
H -0.8694 2.9668 -5.0259 -0.03 -0.08 0.09 0.048
H -1.3014 1.3032 -4.6198 0.00 0.12 0.01 0.036
H -2.0234 2.6629 -3.7242 0.06 -0.05 -0.10 0.013
H 1.5619 4.3709 -3.2409 -0.10 -0.03 0.10 0.044
H -0.0195 4.6398 -2.4913 0.10 -0.05 0.07 0.031
H 1.3153 3.9749 -1.5305 0.00 0.01 -0.10 0.021
H 1.6634 2.0433 -5.0812 -0.04 -0.08 0.14 0.049
H 2.7194 1.7715 -3.6872 -0.03 -0.03 -0.06 -0.007
H 1.6664 0.4762 -4.2517 0.02 0.10 -0.02 -0.017
H 4.4577 -2.1154 -0.5522 -0.11 -0.03 0.00 0.015
H 4.0856 -3.5372 0.4353 -0.09 0.11 -0.04 0.044
H 2.8460 -2.8132 -0.6007 0.03 -0.07 0.00 -0.009
H 4.7360 0.3757 1.1347 0.00 -0.05 0.05 0.025
H 4.3081 0.2766 2.8516 0.05 -0.04 -0.10 0.027
H 5.4881 -0.8547 2.1696 -0.12 0.10 -0.01 0.047
H 2.0654 -3.3942 2.6553 0.08 0.00 0.02 0.005
H 3.7820 -3.2869 3.0664 -0.09 0.08 -0.06 0.050
H 2.6123 -2.2213 3.8494 0.01 -0.09 -0.04 0.015
H 0.9559 2.4522 4.0991 0.00 0.03 -0.03 0.108
H 2.0972 4.6293 4.2638 0.01 -0.04 -0.04 0.112
H 3.5125 5.4363 2.4033 -0.03 -0.07 0.01 0.112
H 3.7866 4.0612 0.3632 -0.02 -0.02 0.05 0.116
H 2.6730 1.8605 0.1961 0.03 0.05 0.03 0.022
H -1.6278 -0.4679 3.0979 0.06 -0.11 0.07 0.089
H -2.1382 -1.3611 5.3600 0.03 0.05 0.00 0.112
H -0.3695 -1.4111 7.0877 -0.01 0.03 -0.01 0.114
H 1.8910 -0.5553 6.5761 -0.03 -0.02 -0.04 0.117
H 2.4232 0.2513 4.3047 -0.03 -0.01 0.06 0.107
H -3.2092 0.7608 1.3050 -0.07 -0.01 -0.05 0.104
H -5.4828 -0.1542 0.9150 0.02 0.02 -0.02 0.110
H -6.2098 -0.7079 -1.3820 0.04 0.03 0.01 0.114
H -4.6676 -0.3966 -3.2851 0.03 -0.02 0.04 0.118
H -2.3670 0.4471 -2.8871 -0.07 0.01 0.02 0.084
H -0.0716 3.6821 1.1533 0.03 0.04 -0.03 0.084
H -0.5365 6.1044 1.1543 -0.02 -0.03 -0.02 0.112
H -2.2370 7.0401 -0.3781 -0.01 -0.08 0.03 0.113
H -3.5372 5.5414 -1.8530 0.01 -0.02 0.03 0.114
H -3.1135 3.1104 -1.8305 -0.01 0.04 0.01 0.100
Cl 3.1369 0.1663 -1.6071 0.28 0.08 -0.27 0.134
C 0.7000 -1.7939 -2.6282 0.36 0.36 -0.01 -0.355
C -0.3747 -1.8934 -1.8623 0.01 0.26 0.44 -0.297
C -1.5088 -2.5629 -2.2737 -0.22 -0.19 -0.16 -0.658
Cl -2.9367 -2.7426 -1.3227 0.25 -0.26 0.11 0.789
C -1.4478 -3.1147 -3.5613 0.04 0.09 0.22 -0.671
Cl -2.8154 -3.9270 -4.1991 0.02 -0.01 0.00 0.720
C -0.2719 -3.0177 -4.3526 -0.06 -0.06 -0.02 -0.681
Cl -0.2276 -3.7514 -5.9015 -0.04 0.05 0.04 0.722
C 0.8491 -2.3441 -3.8808 0.26 -0.12 -0.22 -0.699
Cl 2.2915 -2.2183 -4.7961 0.03 0.01 0.04 0.737
C -2.2885 -3.6608 2.1964 -0.08 0.00 0.14 -0.239
S -0.6290 -3.0730 1.8942 0.18 0.50 -0.35 0.846
C -0.1597 -4.3505 0.7318 0.04 -0.04 -0.05 -0.233
O -0.7313 -1.7940 1.0789 -0.39 -0.58 0.48 -0.627
H -2.8471 -3.6413 1.2662 -0.05 -0.03 -0.07 0.017
H -2.7526 -3.0065 2.9347 0.04 -0.04 -0.03 0.050
H -2.2153 -4.6768 2.5938 -0.05 0.11 -0.01 0.070
H -0.0568 -5.2944 1.2721 0.00 0.07 -0.06 0.071
H 0.8018 -4.0582 0.3063 -0.04 -0.04 0.04 0.045
H -0.9161 -4.4236 -0.0503 0.05 -0.01 0.01 0.043
```
Positions in Å, forces in eV/Å.

=====

Ordered energy relative to the best compared isomer or geometry (same formula, charge and spin) results: 9.03 0.00; unit kJ/mol.